{"formula": "C46H132N23O7P7", "method": "ωB97M-V with the def2-TZVPD basis set", "smiles": "CN(C)P(=O)(N(C)C)N(C)C.CN(C)P(=O)(N(C)C)N(C)C.CN(C)P(=O)(N(C)C)N(C)C.CN(C)P(=O)(N(C)C)N(C)C.CN(C)P(=O)(N(C)C)N(C)C.CN(C)P(=O)(N(C)C)N(C)C.CN(C)P(=O)(N(C)C)N(C)C.CC#N.CC#N", "de_lowest_ev": 4.042, "e_tot_ha": -6007.48989, "total_charge": 0, "elements": ["H", "O", "H", "H", "O", "H", "H", "H", "H", "H", "H", "C", "C", "H", "H", "H", "H", "H", "H", "H", "H", "N", "C", "H", "N", "H", "H", "N", "H", "H", "C", "P", "H", "H", "H", "H", "C", "H", "H", "H", "H", "C", "N", "N", "H", "P", "C", "H", "C", "H", "C", "O", "H", "H", "C", "C", "H", "H", "C", "H", "C", "C", "H", "C", "H", "H", "H", "H", "C", "H", "H", "C", "H", "H", "C", "H", "H", "H", "H", "N", "H", "N", "N", "H", "C", "C", "H", "H", "H", "N", "H", "H", "H", "H", "N", "H", "C", "N", "H", "H", "C", "H", "N", "H", "C", "H", "H", "H", "C", "H", "H", "H", "H", "H", "H", "H", "H", "P", "C", "H", "C", "H", "H", "H", "H", "H", "O", "C", "P", "H", "P", "H", "H", "H", "H", "H", "H", "C", "H", "C", "H", "H", "H", "H", "H", "H", "H", "H", "H", "O", "N", "H", "O", "H", "O", "H", "N", "H", "N", "H", "C", "N", "H", "N", "C", "H", "P", "N", "H", "C", "H", "H", "N", "H", "C", "H", "H", "C", "C", "C", "C", "H", "H", "H", "H", "C", "H", "N", "H", "N", "C", "C", "C", "C", "C", "H", "H", "H", "H", "H", "H", "C", "H", "C", "H", "H", "N", "H", "H", "H", "C", "H", "H", "N", "P"], "xyz": [[-3.18, -7.74, -6.80], [6.55, -1.01, -0.62], [-5.30, 4.32, -1.97], [10.55, -2.77, -2.02], [-0.97, 2.96, 9.41], [0.77, -8.30, 9.71], [2.30, 3.27, 8.71], [-0.47, -5.70, -9.24], [4.55, 5.52, -1.53], [2.50, -8.26, 4.20], [2.87, -5.08, 6.20], [-0.56, 3.48, 13.44], [-7.40, 5.76, -4.13], [-6.54, 3.74, -6.31], [1.32, 1.94, -8.18], [8.52, 7.00, -3.88], [-5.07, 8.98, -5.30], [9.85, 0.99, 1.60], [-9.86, -4.27, -2.93], [-14.24, -1.70, 0.54], [-1.55, 6.34, 10.00], [-12.93, -1.52, -1.11], [8.05, 7.23, -2.93], [-11.55, -4.49, -3.10], [-1.79, -1.22, 0.39], [-13.55, 1.39, -3.68], [1.30, -8.92, 5.44], [8.04, -3.18, -0.12], [0.42, 0.89, -0.15], [-14.13, 0.33, -2.35], [1.33, 5.68, 9.85], [-0.15, 3.40, 10.57], [-0.27, -11.35, -9.05], [3.74, 10.48, -3.51], [1.60, -5.60, -6.64], [1.61, 6.68, 10.18], [8.17, -0.88, 2.18], [-1.86, -5.63, -8.00], [2.97, 1.90, 9.48], [5.14, 6.18, 0.82], [-7.66, 5.02, -4.88], [-0.07, 0.60, 0.78], [-4.70, 4.30, -5.49], [7.04, 8.39, -3.01], [3.75, -5.85, 4.93], [0.03, -8.36, -6.93], [-13.79, 0.37, -3.39], [2.03, -5.41, 4.70], [10.35, -1.71, -1.88], [-11.18, -0.75, -5.04], [2.14, 2.42, -7.65], [-13.71, -3.02, -3.16], [-11.11, -0.73, -0.17], [7.16, 10.49, -3.41], [4.37, 10.56, -0.88], [7.52, 9.54, -3.82], [1.15, -11.03, -7.93], [-3.89, 6.24, -7.28], [5.56, 7.07, 0.34], [-12.54, 0.03, 0.40], [9.26, -3.88, 0.21], [-0.94, 5.99, 10.84], [3.66, 6.97, -1.98], [2.02, 2.38, 9.25], [-2.73, -9.18, -7.67], [-0.67, 1.45, 1.07], [9.96, -3.20, 0.69], [1.00, 5.73, 8.81], [-3.67, 7.03, -6.56], [5.09, 6.33, -2.92], [-8.27, 5.74, -3.48], [4.53, -6.53, 9.29], [7.47, -0.07, 2.40], [-14.57, -2.83, -0.67], [-5.61, 4.22, -6.62], [6.14, -3.64, -0.50], [1.03, -4.93, 7.26], [9.68, -4.34, -0.69], [-14.66, 0.11, -3.98], [8.92, -1.33, -1.84], [0.52, -9.54, -10.37], [8.77, -0.77, 0.84], [-6.09, 5.49, -3.48], [1.20, 1.82, 8.80], [7.09, -4.15, -0.67], [0.52, -5.69, -6.54], [0.69, 0.30, 1.51], [7.77, -2.63, -3.10], [5.30, -6.36, 6.22], [-12.68, -0.53, -3.63], [3.62, 10.05, -0.27], [-0.39, 4.56, 13.51], [7.68, -1.85, 2.28], [-3.22, 3.08, -4.71], [-0.01, -9.37, -8.37], [3.08, 8.93, -2.96], [-1.27, 1.55, 12.21], [4.25, -6.90, 7.91], [4.51, 8.90, -3.86], [2.96, 1.70, -7.64], [-4.79, 8.16, -4.64], [3.38, 2.65, 11.35], [-1.42, -8.54, -6.08], [-4.26, 2.41, -5.98], [8.27, -1.66, -3.09], [-3.99, 8.43, -3.95], [5.25, -8.09, 6.50], [8.60, 9.48, -3.94], [1.22, -5.25, 8.29], [-11.94, 0.35, -1.23], [-1.72, 5.55, 11.46], [6.62, 6.99, 0.59], [-9.39, -1.96, -1.76], [0.99, -7.55, 4.44], [-5.05, 2.63, -4.46], [-6.47, 5.58, -1.41], [0.37, -4.87, 8.86], [2.67, -7.59, 7.59], [2.42, 3.11, 11.59], [7.51, -0.89, -3.25], [-4.25, 3.02, -5.08], [0.49, -7.90, -9.57], [-10.29, -0.59, -2.46], [-0.49, -11.10, -7.33], [-7.36, 6.75, -4.60], [-0.47, -8.38, -4.29], [1.18, -8.67, -6.06], [-1.04, -6.20, -8.46], [-4.59, 5.55, -4.33], [-3.32, -9.46, -6.12], [-12.70, -2.01, -2.73], [-6.91, 3.99, -2.14], [8.85, -0.72, 3.01], [-12.72, -0.97, -5.68], [8.87, 7.49, -2.26], [0.42, 3.03, 13.64], [10.62, 0.16, 0.31], [-1.03, -0.44, 0.60], [2.21, 2.80, 12.61], [-12.19, -0.32, -4.98], [-0.63, 6.84, 11.44], [9.08, -4.67, 0.95], [-13.11, -3.11, 0.29], [5.20, 11.05, -0.38], [-5.81, 5.27, -6.83], [-1.86, 1.31, 13.09], [-9.31, -1.63, -3.49], [5.36, -5.83, 9.29], [-10.57, -3.81, -4.43], [-3.39, 5.50, -3.48], [-0.91, 2.95, 12.08], [-1.77, 1.32, 11.27], [2.65, -9.05, 7.76], [0.21, -6.80, 10.23], [7.17, 9.46, -0.65], [10.72, -1.16, -2.75], [1.47, -6.71, 8.47], [-3.85, 7.98, -7.05], [5.53, 7.33, -1.02], [-0.44, 0.83, 12.23], [0.12, -10.80, -8.19], [-4.58, 6.91, -5.33], [8.94, -1.69, -3.95], [0.17, 5.09, 10.65], [0.78, -8.94, -9.50], [-1.49, -7.03, -9.00], [7.92, -1.50, -0.45], [1.41, 2.67, 10.57], [7.56, 6.38, -2.45], [4.00, 9.50, -3.10], [2.15, -4.83, 8.68], [9.11, 1.18, 0.10], [-11.09, -2.51, -2.81], [4.76, -7.46, 9.82], [2.57, 3.65, -8.33], [7.37, -4.37, -1.70], [7.17, 9.52, -4.85], [-2.73, -8.73, -6.68], [1.78, -8.05, 4.99], [-6.24, 4.84, -2.18], [-9.97, -1.62, -2.62], [5.20, 7.92, 0.92], [1.85, -9.03, -9.30], [2.26, 5.10, 9.82], [0.39, -6.03, -5.52], [-13.72, -2.34, -0.18], [-0.52, -7.47, 8.84], [2.37, -7.14, 5.95], [-2.65, 6.93, -6.21], [2.88, 4.61, -8.81], [4.65, 6.53, -1.94], [0.45, -7.34, 9.32], [-10.75, -3.80, -3.36], [-12.10, -0.42, -0.48], [-1.45, -8.15, -4.70], [-1.64, -7.08, -4.60], [3.80, 11.37, -1.34], [6.37, -7.11, 7.53], [-12.17, 0.68, -5.40], [1.80, 2.56, -6.62], [2.71, 4.16, 11.64], [9.64, 0.43, 0.69], [-2.25, -8.71, -4.22], [5.43, -7.13, 6.98], [-5.59, 7.95, -3.92], [-0.01, -4.74, -6.63], [-0.04, -6.74, -7.45], [3.66, -6.09, 9.78], [10.88, -1.54, -0.94], [-1.40, 3.41, 14.13], [2.76, -5.82, 5.40], [7.07, -5.02, -0.01], [-5.16, 3.71, -7.47], [4.89, 9.74, -1.94], [6.25, 8.79, -1.61]], "lowdin_charge": [0.08, -0.28, 0.07, 0.07, -0.30, 0.07, 0.06, 0.08, 0.07, 0.08, 0.06, -0.10, -0.10, 0.07, 0.08, 0.08, 0.09, 0.08, 0.08, 0.08, 0.08, -0.29, -0.07, 0.08, 0.14, 0.08, 0.08, -0.32, 0.09, 0.07, -0.07, 0.59, 0.08, 0.08, 0.08, 0.08, -0.13, 0.08, 0.07, 0.09, 0.06, -0.07, -0.34, -0.29, 0.06, 0.59, -0.14, 0.08, -0.12, 0.07, -0.07, -0.30, 0.07, 0.08, -0.13, -0.11, 0.08, 0.06, -0.17, 0.08, -0.14, -0.16, 0.06, -0.11, 0.07, 0.09, 0.07, 0.08, -0.05, 0.07, 0.08, -0.13, 0.08, 0.07, -0.13, 0.08, 0.06, 0.07, 0.08, -0.30, 0.09, -0.29, -0.29, 0.08, -0.11, -0.10, 0.09, 0.07, 0.05, -0.31, 0.08, 0.06, 0.07, 0.09, -0.32, 0.07, -0.15, -0.31, 0.07, 0.08, -0.15, 0.07, -0.33, 0.08, -0.14, 0.08, 0.08, 0.08, -0.09, 0.06, 0.07, 0.08, 0.08, 0.07, 0.09, 0.08, 0.08, 0.60, -0.11, 0.08, -0.13, 0.05, 0.06, 0.08, 0.07, 0.08, -0.29, -0.10, 0.56, 0.08, 0.60, 0.08, 0.08, 0.08, 0.07, 0.06, 0.06, -0.33, 0.06, -0.12, 0.08, 0.08, 0.08, 0.08, 0.07, 0.08, 0.08, 0.08, 0.08, -0.28, -0.29, 0.07, -0.29, 0.07, -0.30, 0.08, -0.29, 0.08, -0.31, 0.07, -0.13, -0.31, 0.08, -0.28, -0.13, 0.06, 0.58, -0.29, 0.06, -0.11, 0.07, 0.08, -0.31, 0.08, -0.29, 0.07, 0.07, -0.12, -0.13, -0.12, -0.14, 0.07, 0.09, 0.04, 0.06, -0.11, 0.08, -0.30, 0.08, 0.13, -0.09, -0.13, -0.13, -0.10, -0.13, 0.08, 0.07, 0.08, 0.09, 0.08, 0.06, -0.10, 0.08, -0.06, 0.06, 0.08, -0.30, 0.06, 0.06, 0.08, -0.13, 0.08, 0.09, -0.31, 0.55]}

***

{"formula": "C46H133N11O15", "method": "ωB97M-V with the def2-TZVPD basis set", "e_tot_ha": -3563.06554, "total_charge": 0, "elements": ["H", "H", "H", "H", "H", "H", "H", "H", "H", "C", "C", "C", "H", "O", "O", "O", "H", "C", "H", "H", "C", "H", "H", "C", "H", "O", "N", "H", "H", "H", "H", "C", "H", "H", "N", "H", "O", "H", "H", "H", "H", "H", "H", "H", "C", "C", "H", "H", "O", "O", "H", "H", "H", "H", "N", "H", "C", "H", "H", "C", "H", "C", "C", "H", "H", "H", "H", "H", "H", "C", "H", "O", "C", "H", "H", "N", "H", "H", "H", "H", "C", "C", "H", "H", "H", "H", "H", "N", "H", "C", "H", "H", "C", "C", "H", "C", "H", "H", "C", "H", "H", "H", "H", "N", "H", "H", "C", "H", "H", "H", "N", "C", "O", "C", "C", "H", "H", "H", "C", "H", "C", "H", "H", "H", "H", "C", "H", "C", "O", "O", "H", "H", "H", "H", "C", "H", "H", "H", "H", "H", "C", "H", "H", "C", "N", "C", "H", "H", "H", "C", "H", "H", "H", "H", "H", "H", "C", "H", "O", "H", "H", "N", "H", "H", "N", "H", "H", "C", "H", "H", "C", "H", "C", "C", "N", "O", "C", "C", "H", "H", "H", "H", "C", "H", "H", "C", "H", "H", "H", "H", "C", "O", "C", "H", "H", "H", "H", "H", "H", "H", "H", "O", "H", "H", "H"], "xyz": [[0.78, -1.68, 3.86], [-2.65, -2.14, -2.66], [-0.06, -5.12, -0.10], [-3.13, 1.97, 0.04], [4.42, -0.68, 3.40], [-1.43, 4.80, 5.33], [3.35, 7.84, -3.55], [-2.35, -5.92, -1.48], [-0.94, 3.90, 1.64], [-0.17, -2.00, 0.41], [-2.67, -1.55, -5.04], [2.93, -2.91, -1.65], [-2.28, -4.72, 0.61], [-5.42, -2.27, -4.75], [3.67, 4.38, 1.29], [-3.36, 0.07, -0.58], [4.84, 2.94, 0.16], [-0.95, -10.25, -0.36], [-1.92, -4.88, -3.93], [2.25, 2.21, -0.85], [1.86, -1.68, 4.05], [-3.69, -3.44, 3.10], [0.55, -0.58, 1.82], [-4.08, 3.10, 1.69], [-1.17, -7.47, -0.56], [-5.33, 5.05, 1.20], [3.92, 6.65, -0.42], [-0.60, 0.46, -0.72], [-0.19, -7.98, 0.84], [5.12, -4.13, -1.04], [2.29, -3.64, -1.14], [3.56, 6.55, -1.85], [6.23, 9.93, -2.75], [5.15, 2.23, -4.56], [-5.62, -2.05, 2.26], [1.85, -10.22, -1.28], [3.47, -3.38, -2.86], [7.37, 0.97, -5.88], [3.01, 8.62, -1.92], [1.74, 5.73, -2.87], [-6.90, 5.97, 2.15], [-5.73, -0.54, -3.70], [-2.57, -0.96, -5.96], [1.99, -4.71, -3.34], [1.90, 1.24, -1.24], [4.81, -3.51, -0.19], [2.00, 0.21, 3.15], [0.81, 0.84, 4.91], [4.99, 8.31, -2.46], [-3.03, -2.63, 4.83], [-4.63, 2.02, 3.27], [1.52, 6.48, -1.26], [2.88, -4.35, 2.39], [4.19, 2.46, 1.71], [-3.57, -1.69, -2.76], [5.50, 3.60, 1.67], [2.19, 5.89, -1.89], [-1.34, 0.56, 3.16], [-2.73, 1.63, -1.47], [-6.59, 5.68, 1.14], [-0.63, -5.49, -2.87], [6.09, 1.68, -4.49], [5.86, 0.25, -4.04], [2.26, -2.07, -1.92], [-3.63, -6.75, 0.27], [7.07, 2.58, -6.12], [3.01, -4.06, 4.11], [2.00, -2.14, 5.04], [-2.44, 6.08, 1.21], [-5.43, 3.79, 1.82], [-5.82, -1.24, 1.67], [8.36, 2.10, -3.71], [4.04, -2.33, -0.76], [-1.97, -1.33, 1.79], [4.27, 0.82, 4.21], [-4.06, 1.84, 2.44], [-6.51, 6.57, 0.51], [-4.68, 2.71, -0.36], [-3.48, -0.67, -1.25], [-4.70, -3.42, -0.34], [-0.50, 5.35, 5.18], [-2.72, -4.88, -1.49], [-1.06, -2.24, 4.83], [-0.79, -2.73, 0.93], [4.62, 10.11, -3.48], [-6.86, -1.97, -6.20], [-5.06, -5.74, -0.17], [-1.61, -0.39, 1.66], [-6.97, -3.50, -5.27], [9.25, 2.61, -2.76], [-4.14, -2.52, -2.92], [-3.60, -4.90, -2.16], [0.07, -9.24, -0.86], [-0.25, -0.63, 1.08], [4.73, 7.26, -0.31], [0.08, 0.52, 0.14], [4.21, -4.19, 0.41], [-6.05, -1.24, 4.93], [7.02, 2.44, -3.52], [-2.34, 5.47, 3.47], [-0.83, -10.48, 0.70], [-4.12, -0.01, 0.03], [-1.18, 8.13, 1.30], [3.48, -1.53, 0.33], [-3.13, 1.73, 2.84], [-5.95, 0.07, 3.80], [0.82, -5.76, 0.03], [-0.41, 2.57, 5.04], [5.70, -3.27, 0.41], [-1.73, 7.09, 3.57], [6.67, 1.70, -5.83], [-4.67, -1.62, 3.28], [-1.21, 0.94, 4.08], [-1.93, -1.93, 4.26], [-1.49, 6.10, 3.16], [-4.85, -3.51, 4.40], [-4.64, -0.22, 4.96], [-5.27, -0.30, -5.34], [3.63, 7.93, -2.49], [-0.50, -2.02, -0.64], [-4.09, -2.87, 3.96], [-3.25, 3.67, -0.28], [-4.31, -5.68, 1.45], [-0.98, 4.61, 0.13], [4.84, 10.22, -1.72], [2.45, -3.78, 3.21], [4.25, 5.81, -2.28], [-0.67, 4.85, 1.16], [-1.77, -4.02, -2.04], [0.86, -6.99, -0.64], [-1.59, 2.95, 3.84], [-7.35, 5.01, 0.72], [0.02, 2.45, 3.30], [0.21, 7.25, 1.29], [-3.15, -4.68, -0.05], [0.04, -9.09, -1.95], [-3.45, 3.92, 2.07], [-1.88, 1.87, -2.74], [6.71, 2.31, -2.47], [-2.96, -2.57, -5.29], [-6.73, -2.44, -5.21], [8.83, 2.42, -1.76], [-5.13, -2.67, 1.63], [-5.35, -0.71, 4.28], [1.75, 0.52, 5.17], [-1.17, -4.59, -3.19], [4.16, -0.67, 5.14], [1.09, 1.54, -1.92], [-3.32, 0.12, -3.91], [-0.19, -7.85, -0.26], [-1.65, -1.53, -4.64], [1.74, -3.10, -4.00], [6.76, -0.36, -4.15], [-0.50, 6.30, 5.73], [5.37, 0.09, -3.08], [6.88, 3.52, -3.72], [-5.06, -0.94, -4.47], [0.40, 5.02, 1.28], [2.49, -2.40, 3.02], [9.55, 3.66, -2.82], [0.33, 4.70, 5.47], [1.47, -9.66, -0.51], [-1.95, -9.89, -0.59], [2.71, 0.76, -1.77], [-3.80, -3.36, 0.13], [1.43, -4.18, 3.29], [1.98, -8.78, -0.63], [-0.75, 2.27, 4.05], [2.72, -0.97, -0.07], [3.75, 4.98, 0.51], [-1.44, 6.07, 1.64], [1.58, -0.06, 5.99], [-3.62, -0.92, -4.02], [-4.11, -5.77, 0.38], [-0.77, 7.24, 1.05], [1.42, 0.35, -0.27], [2.52, -3.84, -3.77], [3.86, -0.19, 4.20], [1.69, -5.18, -0.27], [-3.84, -1.09, 2.80], [3.10, -2.09, 1.09], [3.20, 7.14, 0.11], [5.17, 9.70, -2.63], [-2.17, 0.01, 0.88], [2.22, 4.88, -1.48], [-3.76, 2.84, 0.22], [-7.46, -1.96, -4.55], [-0.81, -11.16, -0.94], [-6.25, 3.18, 1.40], [2.96, -4.21, -4.69], [4.58, 3.31, 1.15], [-0.35, 5.57, 3.79], [2.35, -0.23, 4.08], [10.14, 1.97, -2.85], [5.15, -0.20, -4.75], [-0.03, 1.50, 0.62], [4.66, -1.69, -1.39], [-2.05, -0.84, 4.27], [0.97, -5.88, 1.11], [-0.39, -3.93, -3.55], [-5.76, 3.92, 2.86], [-2.37, 2.33, -2.05], [-3.25, -2.67, -0.38], [0.89, -2.27, 0.44], [-1.85, -2.24, 3.20]], "lowdin_charge": [0.10, 0.07, 0.07, 0.03, 0.07, 0.08, 0.13, 0.11, 0.05, -0.02, -0.05, -0.21, 0.13, -0.21, -0.16, -0.13, 0.06, -0.07, 0.10, 0.08, -0.21, 0.11, 0.11, -0.40, 0.11, -0.18, 0.03, 0.12, 0.14, 0.08, 0.10, -0.41, 0.09, 0.13, 0.04, 0.07, -0.17, 0.07, 0.13, 0.08, 0.09, 0.13, 0.08, 0.08, -0.08, -0.05, 0.13, 0.03, -0.20, -0.16, 0.07, 0.08, 0.07, 0.07, 0.04, 0.07, -0.06, 0.03, -0.02, -0.11, 0.09, -0.43, -0.06, 0.12, 0.08, 0.07, 0.10, 0.13, 0.13, -0.24, 0.06, -0.19, -0.41, 0.03, 0.07, 0.09, 0.09, 0.10, 0.03, 0.09, -0.11, -0.24, 0.09, 0.07, 0.09, 0.09, 0.09, 0.06, 0.09, -0.11, 0.09, 0.14, -0.43, -0.36, 0.09, -0.18, 0.06, 0.08, -0.23, 0.11, 0.08, 0.06, 0.06, 0.08, 0.05, 0.06, -0.10, 0.07, 0.08, 0.13, 0.04, -0.46, -0.20, -0.09, -0.22, 0.13, 0.08, 0.13, -0.21, 0.08, -0.21, 0.07, 0.08, 0.08, 0.09, -0.11, 0.14, -0.06, -0.22, -0.19, 0.06, 0.09, 0.09, 0.06, -0.42, 0.14, 0.11, 0.03, 0.12, 0.08, -0.10, 0.09, 0.01, -0.07, 0.06, -0.08, 0.08, 0.09, 0.13, -0.21, 0.08, 0.08, 0.08, 0.09, 0.06, 0.12, -0.21, 0.08, -0.22, 0.09, 0.09, 0.04, 0.07, 0.08, 0.06, 0.09, 0.06, -0.17, 0.03, 0.02, -0.41, 0.08, -0.38, -0.04, 0.03, -0.22, -0.13, -0.06, 0.07, 0.10, 0.04, 0.09, -0.12, 0.05, 0.07, -0.06, 0.09, 0.08, 0.13, 0.09, -0.18, -0.20, -0.43, 0.09, 0.08, 0.14, 0.13, 0.06, 0.09, 0.07, 0.13, -0.08, 0.04, 0.06, 0.07]}